The following is a quantum chemistry calculation of a molecular structure, C16H27FN9O3S2 at a distorted geometry, from the OMol25 dataset.

XYZ file:
```
58
Properties=species:S:1:pos:R:3:forces:R:3
N -1.644955 -0.390230 1.330041 1.03 -0.72 -1.53
C -2.015571 -0.443436 -0.142861 -1.13 0.69 -0.14
C -2.507874 -1.918869 -0.671103 -0.60 0.72 0.33
C -1.413978 -3.123122 -0.489802 -3.40 -0.29 2.32
N -0.140150 -2.971215 -1.287659 -0.24 -0.87 -0.19
S -0.323663 -2.252950 -2.866358 -1.22 1.65 -2.33
N 0.858269 -2.369961 -0.500442 2.80 4.45 -2.99
C 1.441577 -1.410718 -1.306440 6.22 3.75 -1.55
O 2.344226 -0.542380 -1.840616 -8.24 -7.60 5.01
S 0.445152 -4.630139 -1.571411 8.91 -8.52 0.92
O 1.744107 -4.650591 -2.459905 -6.19 1.37 2.52
O 0.836017 -5.289524 -0.212354 -3.44 3.11 -5.15
F -0.718309 -5.584734 -2.447392 1.97 3.00 2.21
H -0.734479 0.128468 1.406416 -1.23 -1.15 0.33
H -1.601233 -1.336649 1.767469 0.34 1.26 -0.48
H -1.176709 0.046366 -0.821791 -1.64 -1.27 1.32
H -2.961083 0.276186 -0.260314 2.12 -1.72 0.00
H -2.960507 -1.829871 -1.767987 1.18 -0.32 2.22
H -3.442173 -2.213485 0.012408 2.20 0.36 -1.40
H -1.957722 -4.143936 -0.733255 1.40 2.00 0.06
H -1.079781 -3.199430 0.653789 -0.37 0.26 -2.71
H 0.742696 -2.598047 -3.732542 -0.45 -0.56 1.70
C -0.223989 2.765521 -3.287518 -1.02 -0.49 0.52
C -1.454840 2.111874 -2.680719 -6.74 -3.50 3.24
N -2.475937 1.569661 -2.177365 8.13 4.52 -4.39
H 0.193621 3.495179 -2.588402 -0.16 -0.14 -0.04
H 0.532671 2.006412 -3.504136 -0.18 0.05 0.06
H -0.492602 3.275741 -4.216563 -0.06 -0.12 0.18
C 3.986724 0.582772 1.766037 -1.11 -0.63 0.55
C 2.755873 -0.070874 2.372835 -6.64 -3.58 3.25
N 1.734777 -0.613087 2.876190 7.98 4.27 -4.12
H 4.404335 1.312431 2.465152 -0.15 -0.11 -0.14
H 4.743385 -0.176337 1.549419 -0.18 0.05 0.10
H 3.718112 1.092993 0.836992 -0.03 -0.09 0.30
C 5.587758 2.123817 -2.341750 0.01 0.31 1.20
C 5.559283 2.464331 -0.860638 -0.11 1.90 8.08
N 5.535620 2.746791 0.368042 0.21 -2.25 -9.91
H 5.328882 3.006828 -2.932375 0.05 -0.08 0.21
H 6.587493 1.785063 -2.627194 -0.14 0.08 0.16
H 4.867987 1.328905 -2.555401 0.10 0.12 0.15
C -2.124719 1.841906 4.502331 -0.65 0.06 -1.11
C -2.895289 1.923308 3.194643 -4.32 0.51 -7.22
N -3.534565 1.990849 2.109855 5.10 -0.46 8.72
H -2.075547 0.803788 4.842119 -0.06 0.15 -0.15
H -1.108056 2.218512 4.359971 -0.20 -0.04 -0.04
H -2.623488 2.443665 5.266999 0.03 -0.08 -0.20
C 2.695055 0.265233 6.027274 -0.73 0.74 0.73
C 1.852422 1.242323 6.830837 -4.60 5.36 4.41
N 1.153404 2.052855 7.497481 5.56 -6.50 -5.39
H 2.052042 -0.335775 5.378516 0.05 0.19 0.15
H 3.412594 0.812217 5.409496 -0.17 0.01 0.15
H 3.240646 -0.399530 6.702568 -0.13 0.19 -0.01
C -6.063890 1.237989 -4.510776 0.66 -1.03 0.15
C -5.244390 -0.026237 -4.309274 4.52 -6.92 1.13
N -4.564523 -1.074969 -4.142114 -5.34 8.38 -1.27
H -6.296210 1.366618 -5.571457 0.09 -0.14 0.16
H -6.998509 1.170142 -3.947227 0.21 -0.10 -0.06
H -5.499991 2.107351 -4.161738 0.01 -0.25 0.00
```
Positions in Å, forces in eV/Å.

Values from the calculation:
- DFT total energy: -2239.7869 Ha
- LUMO level: -6.57 eV
- Gap between HOMO and LUMO: 5.0 eV
- Spin multiplicity: 1
- Charge: +1